[1]
# C21H40MnO14P4

A structure of composition C21H40MnO14P4 (wB97M-V/def2-TZVPD, the OMol25 dataset).

Computed properties:
* total energy: -4392.6857 a.u.
* orbital gap (spin up / spin down): 7.35 / 7.39 eV
* 2S+1: 2
* total charge: +4

Structure (XYZ):
```
80
Properties=species:S:1:pos:R:3:mulliken_charge:R:1
Mn -2.916 0.443 -0.740 0.999
C 1.071 3.016 2.324 -1.500
C 1.679 1.674 2.018 1.045
C 1.471 0.635 3.084 -1.123
O 0.977 1.206 0.733 -0.058
P 1.546 0.265 -0.342 0.160
O 0.880 0.720 -1.712 -0.062
C 1.010 -1.433 -0.186 -0.221
P -0.704 -1.768 0.333 -0.676
O -1.540 -0.693 -0.369 0.572
O -0.802 -1.553 1.841 -0.146
C -0.725 -2.548 3.011 0.570
C -1.991 -3.359 3.036 -1.358
C 0.550 -3.346 2.924 -1.049
O -1.062 -3.202 -0.025 -0.161
C -1.106 -4.057 -1.287 0.376
C 0.189 -4.816 -1.379 -1.282
C -1.442 -3.199 -2.479 -0.974
O 3.056 0.390 -0.533 -0.319
C 4.249 -0.284 0.218 0.758
C 5.303 0.779 0.312 -1.375
C 4.647 -1.501 -0.570 -1.237
H 1.543 3.419 3.221 0.478
H 0.003 2.921 2.523 0.344
H 1.241 3.729 1.516 0.407
H 2.728 1.773 1.736 -0.235
H 0.409 0.503 3.289 0.251
H 1.962 0.970 3.998 0.562
H 1.906 -0.330 2.815 0.241
H 1.665 -1.932 0.538 0.436
H 1.190 -1.905 -1.157 0.353
H -0.694 -1.850 3.844 0.307
H -2.040 -4.060 2.203 0.250
H -2.872 -2.719 3.038 0.349
H -2.000 -3.937 3.961 0.509
H 0.556 -4.007 2.057 0.215
H 0.622 -3.977 3.810 0.493
H 1.434 -2.706 2.918 0.230
H -1.929 -4.725 -1.044 0.367
H 1.031 -4.164 -1.618 0.217
H 0.105 -5.547 -2.184 0.479
H 0.397 -5.363 -0.461 0.374
H -0.642 -2.489 -2.710 0.203
H -2.380 -2.662 -2.342 0.148
H -1.557 -3.852 -3.345 0.537
H 3.840 -0.535 1.199 0.209
H 5.650 1.070 -0.679 0.325
H 6.153 0.359 0.852 0.470
H 4.969 1.662 0.857 0.334
H 4.989 -1.225 -1.567 0.339
H 3.845 -2.234 -0.652 0.248
H 5.479 -1.984 -0.056 0.472
O -6.084 1.895 1.389 -0.430
P -5.315 2.095 0.063 0.674
O -5.072 3.406 -0.498 -0.578
O -3.911 1.307 0.344 -0.381
O -6.006 1.070 -0.970 -0.014
P -6.198 -0.482 -1.256 0.325
O -6.174 -1.074 0.206 -0.416
O -3.622 0.172 -2.251 -0.130
O -4.224 -0.789 -1.420 0.011
H -6.509 2.673 1.785 0.402
H -6.682 -1.889 0.362 0.388
C -1.866 4.131 -0.649 -1.519
C -1.120 2.962 -1.157 0.746
O -1.506 1.797 -1.074 0.151
C 0.236 3.150 -1.817 0.646
C 1.019 1.984 -2.329 0.245
C 2.357 2.265 -2.866 -0.398
C 2.755 3.545 -3.165 -0.979
C 1.929 4.598 -2.788 -0.561
C 0.682 4.397 -2.121 -0.666
H -2.812 3.829 -0.206 0.074
H -2.087 4.818 -1.473 0.502
H -1.261 4.683 0.076 0.456
H 0.520 1.858 -3.333 0.362
H 2.973 1.407 -3.112 0.595
H 3.703 3.733 -3.652 0.544
H 2.237 5.617 -3.000 0.510
H 0.097 5.270 -1.863 0.590
```

=====

[2]
# C21H40MoP2

A structure of composition C21H40MoP2 (wB97M-V/def2-TZVPD, the OMol25 dataset).

Computed properties:
* total energy: -1573.9186 a.u.
* orbital gap (spin up / spin down): 4.43 / 6.46 eV
* 2S+1: 3
* total charge: +2

Structure (XYZ):
```
64
Properties=species:S:1:pos:R:3:mulliken_charge:R:1
P -1.160 -0.151 -2.006 2.395
P -1.557 -1.543 1.179 1.299
C -2.180 -1.661 -1.602 -1.380
C -2.751 -1.713 -0.182 -1.385
H -1.575 -2.538 -1.871 0.574
H -3.014 -1.662 -2.323 0.861
H -3.574 -1.002 -0.001 0.305
H -3.158 -2.727 -0.049 0.723
C -1.330 -3.369 1.419 -2.024
H -0.768 -3.598 2.324 0.531
H -0.895 -3.930 0.586 0.464
H -2.357 -3.736 1.555 0.713
C -2.290 -1.223 2.799 -1.276
H -2.741 -2.180 3.091 0.497
H -2.989 -0.388 2.650 0.415
H -1.447 -0.946 3.458 0.393
C -1.239 -0.517 -3.839 -1.382
H -0.906 0.367 -4.403 0.377
H -2.259 -0.795 -4.150 0.482
H -0.556 -1.363 -4.026 0.461
C -3.108 0.881 -2.225 -1.196
H -3.391 1.664 -1.447 0.327
H -3.967 0.213 -2.285 0.483
H -3.010 1.387 -3.191 0.420
Mo -1.823 1.270 -0.330 -0.923
C 1.212 -2.049 1.941 -0.965
C 1.751 -2.903 1.045 -1.088
C 1.292 -3.258 -0.353 1.284
C 2.225 -2.686 -1.478 -0.930
C 1.530 -1.796 -2.476 -0.763
C 0.825 -0.691 -2.123 -0.539
C -0.337 -0.221 1.238 -0.002
C 1.066 -0.554 1.777 0.317
C -1.404 2.893 -1.672 -1.216
H 0.760 -2.391 2.880 0.706
H 2.636 -3.481 1.363 0.437
H 0.259 -2.895 -0.480 -1.494
H 1.242 -4.366 -0.411 0.597
H 3.036 -2.138 -0.974 0.389
H 2.629 -3.534 -2.039 0.453
H 1.701 -2.033 -3.529 0.482
H 1.375 0.151 -1.652 0.530
H -0.784 0.642 1.766 1.310
H -0.222 0.108 0.140 -1.160
H 1.777 -0.182 1.030 -0.376
H 1.332 -0.052 2.738 0.236
H -1.529 3.753 -0.999 0.466
H -2.023 3.075 -2.557 0.376
H -0.360 2.908 -1.997 0.406
C 2.113 3.285 2.933 -1.348
C 2.052 3.365 1.402 2.154
C 2.448 4.787 0.977 -1.745
C 3.045 2.387 0.753 -1.335
C 0.738 2.961 0.958 -0.207
C -0.244 2.504 0.352 -0.368
H 3.159 3.371 3.261 0.395
H 1.684 2.345 3.296 0.172
H 1.531 4.105 3.371 0.419
H 3.494 4.964 1.267 0.417
H 2.359 4.918 -0.106 0.387
H 1.816 5.529 1.475 0.413
H 2.770 1.349 0.970 0.198
H 3.027 2.515 -0.338 0.363
H 4.064 2.577 1.121 0.475
```

=====

[3]
# C21H40N4O2PPtSSi

A structure of composition C21H40N4O2PPtSSi (wB97M-V/def2-TZVPD, the OMol25 dataset).

Computed properties:
* total energy: -2341.9518 a.u.
* orbital gap: 7.65 eV
* 2S+1: 1
* total charge: +1

Structure (XYZ):
```
71
Properties=species:S:1:pos:R:3:mulliken_charge:R:1
Pt 0.592 0.829 -0.302 1.094
C 6.737 1.067 1.709 -1.050
Si 5.667 -0.435 1.437 0.098
C 6.128 -1.808 2.617 -1.056
C 5.774 -1.028 -0.326 -1.073
C 3.885 0.071 1.878 0.404
C 3.533 0.262 3.215 -0.037
C 2.260 0.668 3.611 -1.224
C 1.301 0.877 2.645 -0.024
N 1.626 0.680 1.367 -0.405
C 2.858 0.309 0.971 0.478
S 2.743 0.285 -0.791 -0.549
H 7.771 0.848 1.435 0.345
H 6.731 1.380 2.755 0.340
H 6.403 1.910 1.102 0.346
H 7.117 -2.195 2.363 0.352
H 5.421 -2.638 2.561 0.343
H 6.171 -1.469 3.654 0.329
H 6.759 -1.479 -0.477 0.343
H 5.669 -0.215 -1.045 0.326
H 5.024 -1.787 -0.557 0.356
H 4.278 0.099 3.986 0.336
H 2.016 0.820 4.652 0.406
H 0.289 1.194 2.854 0.614
C -0.155 4.426 -1.115 -0.716
O -0.393 3.419 -0.134 -0.332
H -0.319 5.427 -0.712 0.308
H -0.786 4.288 -1.997 0.263
H 0.887 4.334 -1.412 0.253
H -1.328 3.399 0.092 0.209
O -1.524 0.875 0.181 -1.147
P -2.403 -0.149 -0.506 -0.694
N -2.668 -1.401 0.488 0.637
C -3.748 -2.394 0.308 -0.551
C -3.342 -3.533 1.243 -0.699
C -2.542 -2.827 2.336 -0.729
C -1.726 -1.811 1.546 -0.163
N -1.658 -0.672 -1.909 0.181
C -0.834 0.261 -2.642 0.429
C 0.026 -0.570 -3.602 -0.584
C -0.380 -2.024 -3.318 -0.889
C -0.949 -1.971 -1.910 -0.143
N -3.877 0.394 -0.959 0.246
C -4.207 0.927 -2.286 -0.910
C -4.162 2.451 -2.112 -0.162
C -4.476 2.679 -0.615 -0.497
C -4.591 1.269 -0.011 -0.877
H -3.827 -2.715 -0.731 0.393
H -4.706 -1.956 0.595 0.334
H -2.702 -4.243 0.714 0.282
H -4.204 -4.078 1.620 0.400
H -1.916 -3.500 2.919 0.381
H -3.216 -2.307 3.021 0.321
H -0.833 -2.280 1.118 0.221
H -1.413 -0.948 2.131 0.040
H -0.151 0.895 -1.969 -0.573
H -1.411 1.062 -3.106 0.274
H 1.082 -0.403 -3.399 0.276
H -0.158 -0.284 -4.636 0.338
H 0.457 -2.714 -3.400 0.411
H -1.156 -2.343 -4.013 0.338
H -0.141 -1.971 -1.167 0.128
H -1.640 -2.782 -1.688 0.280
H -5.219 0.597 -2.532 0.414
H -3.541 0.531 -3.048 0.439
H -4.871 2.950 -2.770 0.482
H -3.168 2.831 -2.358 -0.150
H -5.392 3.248 -0.466 0.386
H -3.670 3.232 -0.131 0.096
H -5.632 0.944 0.034 0.487
H -4.168 1.191 0.990 0.478
```

=====

Which value of total energy does entry 3 give? -2341.9518 a.u.

=====

Which of these has the highest total charge? C21H40MnO14P4